Entry 1:
10
Properties=species:S:1:pos:R:3:forces:R:3:lowdin_charge:R:1 method="wB97M-V/def2-TZVPD" multiplicity=1 e_tot_ha=-396.4750 orbital_gap_ha=0.383 relative_energy_kcal_mol=93.8 max_force_ev_per_a=4.67 lumo_energy_ha=0.004 molar_mass_g_mol=101.06 smiles="O=C1C=NOCO1"
O 2.369665 -0.144110 -0.324713 -1.56 -1.04 0.00 0.1051
C 1.157040 -0.118260 -0.145841 3.70 2.73 0.76 -0.4762
C 0.622991 1.275379 0.068696 -2.30 -1.90 0.20 -0.0036
N -0.615468 1.445736 -0.238270 1.11 0.47 1.67 0.0937
O -1.302282 0.291341 -0.415798 -2.97 0.44 -2.95 -0.1253
C -1.009298 -0.978792 0.021357 0.46 0.74 1.76 -0.1560
O 0.388512 -1.161547 -0.089796 0.25 -2.27 -1.16 0.0735
H 1.147589 2.044051 0.609649 0.51 0.27 -0.82 0.1288
H -1.641680 -1.740434 -0.647184 1.62 1.63 1.89 0.1969
H -1.117073 -0.913368 1.161899 -0.83 -1.06 -1.35 0.1631


Entry 2:
11
Properties=species:S:1:pos:R:3:forces:R:3:lowdin_charge:R:1 method="wB97M-V/def2-TZVPD" multiplicity=1 e_tot_ha=-471.5863 orbital_gap_ha="0.277 / 0.338" relative_energy_kcal_mol=180.0 max_force_ev_per_a=3.63 lumo_energy_ha="-0.114 / -0.064" molar_mass_g_mol=117.06
C -3.740314 -0.126266 -0.088916 1.64 -0.30 0.03 0.0616
C -2.553057 -0.750763 -0.072054 -1.56 0.17 0.12 -0.0603
C -1.071620 -0.133275 -0.121619 -1.35 1.85 -0.08 -0.5463
O -0.895000 1.074640 -0.180799 0.27 -2.30 0.08 0.1176
O -0.531533 -1.267744 -0.077671 1.80 0.92 -0.09 0.1723
O 2.344902 0.872187 0.264514 1.47 -2.04 -2.02 0.0907
N 2.735118 -0.002962 -0.490826 1.28 0.95 -0.07 -0.1474
O 3.748768 -0.227009 -1.158642 -2.75 1.08 2.10 0.0726
H -4.588540 -0.823514 -0.024602 0.16 0.80 -0.06 0.0778
H -3.810335 0.964000 -0.144867 -0.26 -0.49 -0.01 0.0790
H -2.461577 -1.804565 0.012842 -0.68 -0.63 0.00 0.0825


Entry 3:
9
Properties=species:S:1:pos:R:3:forces:R:3:lowdin_charge:R:1 method="wB97M-V/def2-TZVPD" multiplicity=1 e_tot_ha=-644.2829 orbital_gap_ha=0.326 relative_energy_kcal_mol=2.5 max_force_ev_per_a=1.77 lumo_energy_ha=0.025 molar_mass_g_mol=101.13 smiles="S=c1[nH]cco1"
S 2.008654 -0.008670 -0.014943 -0.98 0.09 0.08 0.5903
C 0.344540 -0.004740 0.024390 0.08 1.27 -0.03 -0.8871
N -0.536995 1.067766 0.031581 1.77 -0.01 -0.07 0.0640
C -1.842900 0.629292 -0.014240 0.44 -0.49 -0.09 -0.0716
C -1.754807 -0.695327 -0.023570 -0.83 -1.25 0.16 -0.0918
O -0.442814 -1.078430 0.025206 0.10 -0.76 -0.08 -0.0055
H -0.147368 2.000555 -0.015647 -0.43 -0.17 0.03 0.1526
H -2.701127 1.241788 -0.060220 -0.48 0.58 0.03 0.1130
H -2.469490 -1.525893 -0.027233 0.34 0.75 -0.03 0.1361


Entry 4:
9
Properties=species:S:1:pos:R:3:forces:R:3:lowdin_charge:R:1 method="wB97M-V/def2-TZVPD" multiplicity=1 e_tot_ha=-644.1585 orbital_gap_ha=0.282 relative_energy_kcal_mol=80.6 max_force_ev_per_a=3.73 lumo_energy_ha=-0.040 molar_mass_g_mol=101.13
C 0.283872 0.756606 -0.005319 -1.60 -2.29 -2.47 -0.1240
C -1.575340 -1.739162 -1.274841 0.72 3.40 -0.91 -0.5845
C -0.873930 -0.292984 -1.168530 1.06 1.41 -0.42 -0.2771
N 0.421346 0.677990 1.199486 0.41 0.34 2.04 0.0672
O -0.933664 0.348930 -2.187864 0.26 -0.17 1.13 -0.0443
S -2.417694 -2.018723 -2.573345 -0.66 -0.58 -0.55 0.7967
H 0.724024 1.304317 -0.835329 0.10 0.53 0.14 0.0804
H -1.398380 -2.408616 -0.534678 0.47 -1.98 2.28 -0.0069
H 1.063393 1.311192 1.747178 -0.76 -0.66 -1.24 0.0924


Entry 5:
9
Properties=species:S:1:pos:R:3:forces:R:3:lowdin_charge:R:1 method="wB97M-V/def2-TZVPD" multiplicity=1 e_tot_ha=-644.2408 orbital_gap_ha=0.358 relative_energy_kcal_mol=29.0 max_force_ev_per_a=0.69 lumo_energy_ha=0.026 molar_mass_g_mol=101.13 smiles=Sc1ccno1
S -0.248677 1.090413 -1.621589 -0.25 0.09 0.12 0.8546
C -0.128607 0.166778 -0.146986 0.21 -0.24 0.10 -0.7131
C -0.940159 0.082347 0.935925 -0.63 0.28 0.04 -0.0814
C -0.265480 -0.844478 1.772314 0.45 -0.05 0.07 -0.1504
N 0.857911 -1.264912 1.246163 -0.58 0.08 0.27 0.0622
O 0.940548 -0.631745 0.014496 -0.09 0.24 -0.16 -0.0849
H 0.890708 0.627617 -2.128449 0.22 -0.10 -0.07 -0.1164
H -1.892164 0.595673 1.103334 0.61 -0.32 -0.08 0.1135
H -0.544009 -1.189433 2.763904 0.06 0.02 -0.28 0.1159


Entry 6:
9
Properties=species:S:1:pos:R:3:forces:R:3:lowdin_charge:R:1 method="wB97M-V/def2-TZVPD" multiplicity=1 e_tot_ha=-644.2278 orbital_gap_ha=0.343 relative_energy_kcal_mol=37.1 max_force_ev_per_a=2.73 lumo_energy_ha=-0.006 molar_mass_g_mol=101.13 smiles="N#CC=C=O.S"
N -0.360538 -1.771490 0.216977 0.32 -1.09 0.16 0.1521
C -0.678716 -0.794766 -0.285749 0.00 -2.18 1.65 -0.3083
C -1.063826 0.414271 -0.742591 -0.82 1.18 -0.37 -0.0814
C -2.092999 1.045451 -0.222124 -1.21 1.46 0.38 -0.1039
O -2.980507 1.646013 0.222165 1.08 -0.92 -0.54 0.2381
H -0.404411 0.749687 -1.474930 0.45 1.52 -1.30 0.1113
S 2.819634 -0.379637 0.213619 -1.23 -0.47 1.57 0.3691
H 1.657021 -1.153285 0.633376 1.96 1.31 -0.35 -0.1822
H 3.104344 0.243753 1.439253 -0.55 -0.81 -1.19 -0.1948


Entry 7:
10
Properties=species:S:1:pos:R:3:forces:R:3:lowdin_charge:R:1 method="wB97M-V/def2-TZVPD" multiplicity=1 e_tot_ha=-1042.3833 orbital_gap_ha="0.269 / 0.268" relative_energy_kcal_mol=72.4 max_force_ev_per_a=3.49 lumo_energy_ha="-0.008 / -0.009" molar_mass_g_mol=133.20
C 0.304962 -1.474515 0.164048 -0.11 0.62 -0.28 -0.4909
C -1.906505 -0.808421 1.184581 3.16 -0.21 -1.46 -0.2877
C 0.636618 0.899876 -0.898294 -0.85 0.39 -0.05 -0.9974
N -0.831216 -0.879563 0.625608 -2.20 0.55 1.03 0.0233
O -2.911885 -0.605299 1.718287 -1.19 0.06 0.55 0.1697
S 1.326928 -0.559088 -0.804836 -0.42 -1.53 0.63 0.9834
S 1.332847 2.288486 -1.712573 0.32 -0.49 0.73 0.6587
H 0.382249 -2.498457 0.464471 0.96 -0.35 -0.45 0.0652
H -0.198674 1.066357 -0.231458 -0.09 0.06 -0.27 0.0078
H 1.864675 2.570624 -0.509834 0.42 0.89 -0.43 -0.1320


Entry 8:
10
Properties=species:S:1:pos:R:3:forces:R:3:lowdin_charge:R:1 method="wB97M-V/def2-TZVPD" multiplicity=1 e_tot_ha=-1042.4060 orbital_gap_ha=0.316 relative_energy_kcal_mol=58.2 max_force_ev_per_a=6.36 lumo_energy_ha=-0.017 molar_mass_g_mol=133.20
C 1.747140 -0.170523 -0.382831 6.03 1.12 -1.69 -0.3728
C 0.680390 -0.082813 0.594700 -0.80 0.57 0.69 -0.7781
C -1.970299 -0.526587 -0.220989 3.02 1.80 -1.19 -0.4719
H 1.338935 -0.636489 -1.306577 0.83 0.40 -0.22 0.0967
H 1.207746 -0.134560 1.567524 -1.22 0.42 0.11 0.1056
H -2.649177 -1.212447 -0.712081 -0.72 0.52 0.29 0.0681
N -1.808408 0.757765 -0.396843 -1.75 -3.05 0.75 -0.4288
O 2.985554 0.156808 -0.243397 -5.70 -1.38 -0.25 -0.0002
S -0.424346 -1.404171 0.160917 -1.36 -1.47 0.90 0.8834
S -0.442308 1.410684 0.166016 1.67 1.08 0.61 0.8982


Entry 9:
10
Properties=species:S:1:pos:R:3:forces:R:3:lowdin_charge:R:1 method="wB97M-V/def2-TZVPD" multiplicity=1 e_tot_ha=-1042.4221 orbital_gap_ha=0.356 relative_energy_kcal_mol=48.0 max_force_ev_per_a=2.46 lumo_energy_ha=0.024 molar_mass_g_mol=133.20 smiles=Sc1cc(S)on1
S 2.823890 -0.090496 0.001077 1.02 0.48 0.05 0.8412
C 1.131673 0.212096 0.034807 -1.18 1.31 -0.51 -0.7321
C 0.042031 -0.677838 -0.000580 0.72 -2.35 0.13 -0.1028
C -1.033607 0.121065 0.002964 -1.57 -0.91 -0.08 -0.7055
S -2.773067 -0.258408 0.004552 0.62 0.73 0.00 0.8317
O -0.662719 1.374292 -0.000999 -1.01 1.21 -0.01 -0.0673
N 0.686436 1.465797 -0.005415 1.91 -0.70 0.31 0.0425
H 2.806310 -1.417994 -0.007174 -0.34 -0.27 0.01 -0.1342
H 0.117438 -1.781480 -0.034442 -0.31 1.03 0.11 0.1264
H -3.138388 1.052966 0.005212 0.13 -0.53 -0.01 -0.1000


Entry 10:
8
Properties=species:S:1:pos:R:3:forces:R:3:lowdin_charge:R:1 method="wB97M-V/def2-TZVPD" multiplicity=1 e_tot_ha=-568.9602 orbital_gap_ha=0.303 relative_energy_kcal_mol=36.0 max_force_ev_per_a=3.67 lumo_energy_ha=-0.033 molar_mass_g_mol=85.13
C 0.185042 -0.014540 1.356694 0.92 2.04 0.94 -0.1553
C -0.011553 -1.098752 0.413718 -0.62 -2.79 1.35 -0.8390
C -0.055538 -0.105425 -0.663388 2.91 0.69 1.87 -0.1862
N 0.047058 0.897939 0.442836 -0.07 0.80 0.66 0.0967
S -0.371741 -2.649131 0.577805 0.09 -0.19 -0.15 0.7473
H 0.447794 0.212921 2.467706 -0.73 -0.83 -2.10 0.1477
H 0.852182 -0.099625 -1.230124 0.55 0.08 -0.54 0.1148
H -0.854241 -0.048673 -1.267163 -3.05 0.20 -2.03 0.0741


Copy entry 3 word for word.
9
Properties=species:S:1:pos:R:3:forces:R:3:lowdin_charge:R:1 method="wB97M-V/def2-TZVPD" multiplicity=1 e_tot_ha=-644.2829 orbital_gap_ha=0.326 relative_energy_kcal_mol=2.5 max_force_ev_per_a=1.77 lumo_energy_ha=0.025 molar_mass_g_mol=101.13 smiles="S=c1[nH]cco1"
S 2.008654 -0.008670 -0.014943 -0.98 0.09 0.08 0.5903
C 0.344540 -0.004740 0.024390 0.08 1.27 -0.03 -0.8871
N -0.536995 1.067766 0.031581 1.77 -0.01 -0.07 0.0640
C -1.842900 0.629292 -0.014240 0.44 -0.49 -0.09 -0.0716
C -1.754807 -0.695327 -0.023570 -0.83 -1.25 0.16 -0.0918
O -0.442814 -1.078430 0.025206 0.10 -0.76 -0.08 -0.0055
H -0.147368 2.000555 -0.015647 -0.43 -0.17 0.03 0.1526
H -2.701127 1.241788 -0.060220 -0.48 0.58 0.03 0.1130
H -2.469490 -1.525893 -0.027233 0.34 0.75 -0.03 0.1361


Copy entry 9 word for word.
10
Properties=species:S:1:pos:R:3:forces:R:3:lowdin_charge:R:1 method="wB97M-V/def2-TZVPD" multiplicity=1 e_tot_ha=-1042.4221 orbital_gap_ha=0.356 relative_energy_kcal_mol=48.0 max_force_ev_per_a=2.46 lumo_energy_ha=0.024 molar_mass_g_mol=133.20 smiles=Sc1cc(S)on1
S 2.823890 -0.090496 0.001077 1.02 0.48 0.05 0.8412
C 1.131673 0.212096 0.034807 -1.18 1.31 -0.51 -0.7321
C 0.042031 -0.677838 -0.000580 0.72 -2.35 0.13 -0.1028
C -1.033607 0.121065 0.002964 -1.57 -0.91 -0.08 -0.7055
S -2.773067 -0.258408 0.004552 0.62 0.73 0.00 0.8317
O -0.662719 1.374292 -0.000999 -1.01 1.21 -0.01 -0.0673
N 0.686436 1.465797 -0.005415 1.91 -0.70 0.31 0.0425
H 2.806310 -1.417994 -0.007174 -0.34 -0.27 0.01 -0.1342
H 0.117438 -1.781480 -0.034442 -0.31 1.03 0.11 0.1264
H -3.138388 1.052966 0.005212 0.13 -0.53 -0.01 -0.1000